67
Properties=species:S:1:pos:R:3 method="wB97M-V/def2-TZVPD" total_energy_ev=-71858.0344 orbital_gap_ev="7.271 / 6.771" charge=+2 e_homo_ha="-0.5254 / -0.5252" spin_multiplicity=2 mol_weight_g_mol=691.08 fmax_ev_per_a=1.630
Ir -0.51369 0.22625 -0.35622
C -1.71019 2.49074 -2.75286
Si -1.03803 0.77207 -2.61625
C 0.47963 0.49829 -3.64064
C -2.35293 -0.52255 -2.87037
C -2.91646 -0.59531 -4.14994
C -3.91890 -1.50186 -4.45300
C -4.38195 -2.36257 -3.46602
C -3.83242 -2.30353 -2.19598
C -2.81738 -1.39393 -1.87249
Si -2.18943 -1.44604 -0.11677
C -1.54546 -3.13812 0.29604
C -3.44311 -0.87884 1.12381
H -2.08676 2.57599 -3.77823
H -0.96710 3.27653 -2.60936
H -2.54403 2.66499 -2.07249
H 0.14647 0.55357 -4.68313
H 0.92397 -0.48442 -3.48181
H 1.24964 1.25809 -3.49960
H -2.57428 0.07031 -4.93758
H -4.34033 -1.53842 -5.44845
H -5.16626 -3.07309 -3.68954
H -4.21484 -2.98856 -1.44433
H -2.43693 -3.77517 0.29921
H -1.08659 -3.22343 1.28238
H -0.86243 -3.52632 -0.45974
H -4.27160 -1.59204 1.05571
H -3.83032 0.11484 0.89957
H -3.08491 -0.89271 2.15491
O 1.44879 -0.23280 -0.39315
S 2.77736 -0.40251 0.38254
C 2.56511 0.48215 1.95150
C 1.62739 -0.08997 3.01385
C 0.14299 0.23480 2.81683
C -0.22323 1.70771 3.05684
S -1.05238 2.64336 1.70390
O -1.50122 1.64460 0.61670
C 0.31733 3.56180 1.04517
C 0.88162 3.28962 -0.19080
C 1.93261 4.07965 -0.63659
C 2.39655 5.12727 0.14635
C 1.80925 5.40079 1.37545
C 0.75579 4.62401 1.83003
C 2.90404 -2.07654 0.91794
C 4.13578 -2.45645 1.44056
C 4.29224 -3.76538 1.86679
C 3.24211 -4.66837 1.74481
C 2.02936 -4.27230 1.19806
C 1.85228 -2.96216 0.77727
H 2.28654 1.48993 1.62082
H 3.59106 0.55246 2.32160
H 1.96896 0.28737 3.97981
H 1.74002 -1.17480 3.06231
H -0.46552 -0.38624 3.47201
H -0.13191 -0.07825 1.80570
H 0.65247 2.32298 3.26803
H -0.91100 1.80414 3.89524
H 0.50872 2.49319 -0.82312
H 2.38014 3.88225 -1.60153
H 3.20806 5.74670 -0.21064
H 2.15954 6.23009 1.97447
H 0.28207 4.85622 2.77777
H 4.96143 -1.75708 1.50809
H 5.23977 -4.08500 2.27794
H 3.37675 -5.69232 2.06573
H 1.22283 -4.98565 1.09159
H 0.92290 -2.64005 0.33329